# 1
Molecular formula: C4H10N4O
Method: DFT, ωB97M-V/def2-TZVPD

## Properties
E: -452.6169 a.u.
Energy relative to the best compared isomer or geometry (same formula, charge and spin): 212.33 kJ/mol
E_HOMO: -0.250 hartree
Total charge: 0

Structure (XYZ):
```
19
Properties=species:S:1:pos:R:3:forces:R:3
C -0.9309 0.1540 -1.2727 -0.015 -0.134 0.729
C -1.2185 -0.1110 0.1860 0.544 -0.923 -0.444
C 1.0995 -0.6534 0.0557 1.072 0.761 -0.395
C 0.2494 0.4669 -0.3551 -0.136 -0.185 0.039
N -2.0936 0.7874 0.8479 0.329 0.348 0.041
N 1.9130 -0.4447 1.1107 -0.749 -0.266 -0.591
N 1.3489 -1.7339 -0.7416 -0.391 0.203 0.643
N 0.7132 1.7942 -0.1036 -0.109 -0.195 0.188
O -0.9888 -1.3126 0.6817 -0.727 0.416 0.074
H -2.2613 0.4833 1.7995 -0.038 -0.074 -0.201
H -2.9526 0.9877 0.3530 0.105 -0.133 0.064
H 2.2597 -1.2314 1.6359 0.051 0.087 -0.103
H 1.7652 0.4262 1.5981 -0.004 -0.013 -0.016
H 0.5273 -2.0498 -1.2366 0.059 0.083 -0.024
H 1.8303 -2.5061 -0.3024 -0.027 0.036 0.053
H -0.0358 2.3362 0.3192 0.037 -0.004 0.016
H 1.0300 2.2697 -0.9420 -0.035 -0.046 0.070
H -1.3637 1.0498 -1.7071 0.091 -0.062 -0.066
H -0.8913 -0.7125 -1.9267 -0.058 0.102 -0.076
```
Positions in Å, forces in eV/Å.

These are the Mulliken partial charges, in e, on atoms 1 to 2:
1 C -1.352
2 C 0.767

=====

# 2
Molecular formula: C25H26N2O5
Method: DFT, ωB97M-V/def2-TZVPD

## Properties
E: -1454.0343 a.u.
Energy relative to the best compared isomer or geometry (same formula, charge and spin): 14.63 kJ/mol
E_HOMO: -0.304 hartree
SMILES string: CC[C@H](C)c1ccccc1NC(=O)COC(=O)c1ccc(C)c(NC(=O)c2ccco2)c1
Total charge: 0

Structure (XYZ):
```
58
Properties=species:S:1:pos:R:3:forces:R:3
C -2.1455 0.6140 1.2260 0.091 -0.005 0.193
C -1.0271 0.3792 2.2347 -0.036 0.020 -0.292
C 0.0354 -0.6271 1.7557 -0.114 0.058 0.232
C -0.5751 -2.0079 1.5151 0.184 0.259 -0.148
C 1.1673 -0.6402 2.7622 0.065 0.054 -0.096
C 1.2676 -1.6429 3.7167 0.059 0.038 -0.022
C 2.2703 -1.6476 4.6707 0.036 -0.044 0.128
C 3.2048 -0.6298 4.6879 -0.087 -0.097 -0.015
C 3.1287 0.3858 3.7544 0.111 0.134 -0.004
C 2.1178 0.3941 2.7993 0.151 -0.219 0.430
N 2.0455 1.4345 1.8584 -0.392 -0.434 -0.416
C 2.6052 2.6608 1.9133 -0.249 0.273 -0.495
O 3.2966 3.1056 2.8025 0.127 0.138 0.028
C 2.2891 3.5321 0.6886 0.319 0.562 0.390
O 1.3937 2.8982 -0.2099 0.106 -0.286 -0.057
C 0.3735 3.6231 -0.7084 -0.147 0.418 0.089
O 0.2033 4.7912 -0.4686 0.048 -0.206 -0.072
C -0.5171 2.7937 -1.5522 -0.359 -0.214 -0.318
C -1.6825 3.3539 -2.0646 0.259 0.060 0.179
C -2.5411 2.5718 -2.8132 0.100 -0.060 0.047
C -2.2820 1.2293 -3.0524 0.116 -0.061 0.056
C -3.2478 0.4023 -3.8485 0.069 0.060 0.067
C -1.1046 0.6683 -2.5294 -0.001 0.526 0.180
N -0.8509 -0.6883 -2.7372 -0.314 -0.191 -0.323
C 0.1146 -1.4681 -2.1655 -0.285 0.061 -0.192
O 0.9726 -1.0815 -1.3963 0.077 -0.153 -0.001
C 0.0162 -2.8778 -2.5686 0.901 -0.783 0.532
C 0.7910 -3.9447 -2.1909 -0.410 0.850 -0.141
C 0.2673 -5.0692 -2.8628 -0.468 0.068 -0.351
C -0.7845 -4.6111 -3.5979 0.392 -0.719 0.153
O -0.9490 -3.2917 -3.4300 -0.189 0.474 -0.044
C -0.2239 1.4581 -1.8022 0.150 0.144 0.025
H -2.7440 -0.2826 1.0867 -0.109 -0.084 -0.070
H -2.8030 1.4069 1.5758 -0.113 0.060 -0.029
H -1.7373 0.9119 0.2625 -0.019 0.027 -0.121
H -0.5419 1.3339 2.4502 0.012 -0.006 0.094
H -1.4529 0.0144 3.1728 0.079 0.009 0.084
H 0.4265 -0.3017 0.7851 -0.048 0.020 0.029
H 0.2097 -2.7381 1.3338 0.028 -0.137 -0.014
H -1.1798 -2.3321 2.3591 -0.072 -0.072 0.099
H -1.2112 -1.9796 0.6335 -0.103 -0.036 -0.056
H 0.5451 -2.4428 3.7262 -0.091 -0.095 -0.055
H 2.3153 -2.4445 5.3983 0.002 -0.066 0.061
H 3.9932 -0.6213 5.4252 0.074 0.011 0.055
H 3.8456 1.1891 3.7664 0.024 0.029 -0.009
H 1.4849 1.2452 1.0367 0.129 0.142 0.149
H 1.8661 4.4847 1.0281 0.135 -0.252 0.001
H 3.2308 3.7433 0.1697 -0.141 -0.055 0.081
H -1.8990 4.3912 -1.8643 -0.030 0.101 0.018
H -3.4436 3.0088 -3.2145 -0.095 0.019 -0.043
H -2.7737 0.0006 -4.7450 -0.023 -0.084 -0.089
H -3.6308 -0.4296 -3.2562 -0.055 -0.103 -0.011
H -4.0928 1.0101 -4.1601 -0.045 -0.022 -0.038
H -1.5019 -1.1679 -3.3430 0.136 -0.020 0.099
H 1.6231 -3.9080 -1.5193 0.174 0.088 0.156
H 0.6223 -6.0773 -2.8079 0.018 -0.231 -0.037
H -1.4687 -5.1090 -4.2567 -0.133 0.033 -0.098
H 0.6886 1.0264 -1.4300 -0.043 -0.002 0.002
```
Positions in Å, forces in eV/Å.

These are the Mulliken partial charges, in e, on atoms 1 to 2:
1 C -1.338
2 C -0.260

=====

# 3
Molecular formula: C3H5FNOPS2
Method: DFT, ωB97M-V/def2-TZVPD

## Properties
E: -1484.9057 a.u.
Energy relative to the best compared isomer or geometry (same formula, charge and spin): 29.73 kJ/mol
E_HOMO: -0.342 hartree
Total charge: 0

Structure (XYZ):
```
14
Properties=species:S:1:pos:R:3:forces:R:3
C 0.7915 -0.9112 0.5693 0.267 0.107 -0.519
C 1.7402 0.1676 0.5203 0.516 0.653 -0.779
C 1.1523 1.3546 -0.2922 -2.699 -3.827 -0.628
N -0.1363 -1.5788 0.5927 -0.405 -0.883 -0.073
O -0.2101 1.4712 0.1055 -1.144 -0.345 0.984
F -2.6817 -2.9230 -0.6487 -2.216 -1.784 -1.135
P -1.4687 0.4650 -0.1349 -1.232 1.599 -0.303
S -2.6507 0.3983 1.4524 1.443 -0.019 -2.044
S -1.7219 0.2374 -2.0670 0.180 -0.272 1.810
H 1.8750 0.4109 1.5440 0.320 0.723 1.010
H 2.6991 -0.1205 0.1195 0.287 -0.318 -0.157
H 1.1338 1.1785 -1.3626 0.489 -0.217 -0.231
H 1.5160 2.2656 -0.0781 1.935 2.927 0.861
H -2.0385 -2.4156 -0.3202 2.259 1.657 1.203
```
Positions in Å, forces in eV/Å.

These are the Mulliken partial charges, in e, on atoms 1 to 2:
1 C 0.342
2 C -0.308

=====

# 4
Molecular formula: C12H28LiO4
Method: DFT, ωB97M-V/def2-TZVPD

## Properties
E: -782.1673 a.u.
Energy relative to the best compared isomer or geometry (same formula, charge and spin): 0.00 kJ/mol
E_HOMO: 0.134 hartree
Total charge: -3

Structure (XYZ):
```
45
Properties=species:S:1:pos:R:3:forces:R:3
Li -0.1517 -0.1718 0.1896 -1.435 0.806 -1.858
C 3.1560 -1.3313 -1.2255 0.850 -0.649 0.643
C 2.4614 -0.1145 -0.5633 -0.797 -0.524 -0.634
C 3.4361 1.0067 -0.2765 1.008 2.281 -0.347
O 1.3063 0.2026 -1.2242 1.536 -0.226 1.553
H 2.4969 -2.1742 -1.0134 -0.079 -0.094 -0.652
H 4.1178 -1.6304 -0.7599 0.004 0.279 0.354
H 3.4269 -1.2556 -2.2819 -0.663 0.305 -0.173
H 2.3082 -0.4982 0.4821 -0.297 -0.278 0.368
H 2.9871 1.8552 0.2558 -0.479 -0.371 0.141
H 3.8172 1.5452 -1.1621 -0.161 -0.475 -0.385
H 4.3466 0.7985 0.3083 -0.121 -0.682 0.056
C -2.4132 -1.5375 3.0593 0.746 -0.756 0.283
C -1.5909 -0.2893 2.6162 -1.944 0.235 -0.987
C -0.1096 -0.3375 3.0220 0.280 -0.916 0.471
O -1.8410 -0.0650 1.2869 1.705 -0.586 1.368
H -3.4674 -1.4490 2.7978 0.000 0.440 0.073
H -2.3077 -1.7886 4.1314 -0.117 0.159 0.127
H -2.0833 -2.4316 2.5142 0.234 0.118 -0.144
H -2.0612 0.5146 3.2313 0.108 0.443 0.342
H 0.1203 -0.1500 4.0826 -0.388 0.484 0.059
H 0.4591 0.3687 2.4165 0.076 -0.021 0.034
H 0.2934 -1.3582 2.9367 0.051 0.029 -0.698
C -0.0581 3.0546 0.9173 0.425 0.929 1.137
C -0.6605 3.3972 -0.4317 -1.966 -1.363 -1.451
C 0.3102 4.1937 -1.3059 0.704 0.558 -0.183
O -1.2353 2.3435 -1.0749 0.965 1.483 0.742
H -0.7666 2.5383 1.5678 0.054 -0.673 -0.504
H 0.1069 3.9816 1.5065 0.325 0.215 -0.212
H 0.9187 2.5685 0.8303 -0.206 -0.422 0.008
H -1.4315 4.1852 -0.1939 -0.457 0.484 0.337
H -0.1338 4.4426 -2.2731 -0.228 -0.321 0.003
H 1.2350 3.6363 -1.4962 0.008 -0.032 0.032
H 0.5313 5.1750 -0.8438 0.311 -0.047 0.162
C -2.5714 -2.7291 -2.8568 0.604 -0.565 0.303
C -1.7263 -2.1511 -1.6759 -0.846 2.726 1.233
C -0.4223 -2.9608 -1.4226 -0.903 -0.715 -1.385
O -1.6105 -0.7973 -1.6459 0.692 -1.638 -1.031
H -2.5314 -3.8277 -2.7604 -0.242 -0.111 -0.204
H -2.2171 -2.4532 -3.8571 0.058 0.224 0.041
H -3.5896 -2.3925 -2.6715 -0.061 0.087 -0.350
H -2.4586 -2.3227 -0.8457 0.175 -1.109 0.636
H 0.0439 -3.1199 -2.4061 0.353 0.234 0.046
H -0.7477 -3.9684 -1.1203 0.338 -0.045 0.458
H 0.3075 -2.5027 -0.7640 -0.219 0.102 0.189
```
Positions in Å, forces in eV/Å.

These are the Mulliken partial charges, in e, on atoms 1 to 2:
1 Li 0.218
2 C -1.507

=====

# 5
Molecular formula: C33H32N2O4PV
Method: DFT, ωB97M-V/def2-TZVPD

## Properties
E: -2972.0942 a.u.
Energy relative to the best compared isomer or geometry (same formula, charge and spin): 5.41 kJ/mol
E_HOMO (alpha / beta): -0.523 / -0.514 hartree
Multiplicity: 3
Total charge: +2
Expectation value of S²: 2.041

Structure (XYZ):
```
73
Properties=species:S:1:pos:R:3:forces:R:3
V 0.1737 -0.3825 0.2235 0.488 0.130 0.194
O -5.2248 3.0694 2.7191 -0.014 0.055 -0.059
C -4.7254 3.4839 1.4691 0.062 -0.106 0.100
C -3.5853 2.5815 1.0932 -0.076 0.064 0.026
C -3.0304 2.6066 -0.1759 -0.032 0.077 -0.048
C -1.9989 1.7493 -0.4787 0.156 -0.192 -0.020
N -1.4550 0.8745 0.3868 -1.283 0.796 0.396
C -1.9852 0.8798 1.6371 0.052 -0.212 -0.049
C -3.0440 1.6865 2.0020 -0.034 0.058 0.106
C -1.4221 -0.1031 2.5993 -0.019 0.015 -0.252
C -1.6982 -0.0681 3.9474 -0.018 -0.120 0.187
C -1.2249 -1.0913 4.7657 -0.043 0.050 0.048
C -1.5590 -1.0925 6.2376 -0.014 0.065 -0.032
O -1.7986 0.2175 6.7039 0.002 -0.038 -0.043
C -0.4887 -2.1127 4.1807 -0.031 -0.091 0.068
C -0.1929 -2.0463 2.8365 0.026 0.120 -0.120
N -0.6272 -1.0490 2.0510 -0.244 0.234 0.497
H -5.9701 3.6240 2.9722 0.026 -0.009 -0.003
H -4.3455 4.5104 1.5041 0.016 0.063 -0.001
H -5.4846 3.4422 0.6833 -0.055 -0.037 -0.020
H -3.4058 3.2738 -0.9424 0.014 -0.036 0.017
H -1.6105 1.7632 -1.4825 0.092 -0.086 -0.035
H -3.4799 1.6167 2.9861 0.009 0.021 -0.001
H -2.2712 0.7347 4.3878 0.017 -0.026 0.012
H -0.7772 -1.6059 6.7990 0.039 0.027 0.007
H -2.4764 -1.6733 6.3667 -0.024 -0.050 0.012
H -1.0951 0.4894 7.2994 -0.014 -0.003 0.028
H -0.1212 -2.9483 4.7644 -0.010 0.055 -0.017
H 0.4226 -2.7983 2.3672 0.040 0.005 -0.036
O 1.4774 -1.9574 0.4896 0.371 0.057 -0.579
C 1.5678 -1.4122 -0.6145 0.325 -0.655 0.341
C 2.2631 -1.6024 -1.8539 0.047 -0.043 0.251
C 3.2732 -2.5198 -2.1582 0.013 -0.033 -0.006
C 3.7838 -2.5100 -3.4402 -0.032 0.035 -0.016
C 3.2882 -1.6099 -4.3909 0.028 -0.022 -0.009
C 2.2788 -0.7064 -4.0835 -0.011 0.039 -0.108
C 1.7659 -0.7018 -2.7986 -0.043 0.144 0.033
P 0.4177 0.3467 -2.1166 0.183 0.054 -0.824
C 1.0224 2.0326 -2.4481 0.051 -0.038 0.089
C 0.2678 3.0943 -2.9377 -0.066 0.041 0.084
C 0.8309 4.3600 -3.0590 -0.046 -0.031 0.013
C 2.1425 4.5831 -2.6763 0.071 -0.015 0.026
C 2.9033 3.5352 -2.1691 -0.030 -0.006 0.001
C 2.3489 2.2693 -2.0562 -0.043 0.055 -0.104
C -0.9974 -0.1411 -3.1448 -0.029 0.096 0.058
C -1.4997 0.5539 -4.2403 0.066 -0.030 -0.123
C -2.5874 0.0496 -4.9433 0.015 0.005 0.007
C -3.1706 -1.1497 -4.5650 -0.006 -0.026 0.016
C -2.6677 -1.8569 -3.4790 0.012 0.013 -0.015
C -1.5908 -1.3508 -2.7711 -0.085 0.079 -0.026
H 3.6417 -3.2109 -1.4108 -0.024 0.029 -0.004
H 4.5692 -3.2015 -3.7142 -0.014 0.019 -0.014
H 3.7034 -1.6194 -5.3912 -0.015 -0.006 0.029
H 1.9076 -0.0217 -4.8368 0.018 -0.022 0.011
H -0.7649 2.9570 -3.2250 -0.009 0.010 -0.004
H 0.2371 5.1736 -3.4556 0.007 -0.030 0.006
H 2.5766 5.5694 -2.7767 -0.007 -0.027 0.005
H 3.9323 3.7028 -1.8775 -0.022 -0.015 -0.010
H 2.9683 1.4500 -1.7035 0.026 -0.022 -0.008
H -1.0353 1.4692 -4.5779 0.006 -0.013 -0.014
H -2.9725 0.5938 -5.7958 0.018 -0.010 0.013
H -4.0122 -1.5416 -5.1210 0.011 0.014 0.017
H -3.1132 -2.7996 -3.1893 0.014 0.021 -0.002
H -1.2016 -1.9205 -1.9316 0.014 -0.023 0.045
C 2.8642 0.5033 2.5288 0.024 -0.043 -0.034
C 1.7546 1.5011 2.3107 0.002 -0.003 -0.043
O 1.1857 1.4172 0.9655 0.237 -0.592 -0.074
H 3.2550 0.6042 3.5424 -0.007 0.009 -0.030
H 3.6909 0.6764 1.8367 0.008 -0.004 0.015
H 2.5115 -0.5214 2.4017 0.003 0.016 0.011
H 2.0971 2.5232 2.4515 0.010 0.085 -0.005
H 0.9197 1.3331 2.9851 -0.083 -0.026 0.022
H 1.8393 1.7649 0.3392 -0.138 0.088 -0.003
```
Positions in Å, forces in eV/Å.

These are the Mulliken partial charges, in e, on atoms 1 to 2:
1 V -0.214
2 O -0.500

=====

# 6
Molecular formula: C4H7NO
Method: DFT, ωB97M-V/def2-TZVPD

## Properties
E: -286.5108 a.u.
Energy relative to the best compared isomer or geometry (same formula, charge and spin): 317.29 kJ/mol
E_HOMO: -0.360 hartree
SMILES string: C1=NC1.CC=O
Total charge: 0

Structure (XYZ):
```
13
Properties=species:S:1:pos:R:3:forces:R:3
C -0.0380 1.9936 0.1831 -0.106 -0.289 0.285
N -0.6626 1.1296 0.8418 0.353 0.352 -0.145
C -1.3160 1.6859 -0.4181 -0.306 0.035 -0.283
H 0.9136 2.5127 0.2114 -0.150 -0.074 0.002
H -2.1697 2.3465 -0.2706 0.162 -0.099 0.006
H -1.3760 0.9995 -1.2616 0.025 0.144 0.146
C 1.2886 -1.4924 0.2868 0.027 0.060 -0.098
C -0.1485 -1.5583 -0.1508 -0.051 0.040 -0.223
O -0.5438 -1.2401 -1.2490 0.200 -0.171 0.412
H 1.3647 -0.8553 1.1751 -0.029 -0.113 -0.121
H 1.9019 -1.0919 -0.5230 -0.027 -0.045 0.121
H 1.6433 -2.4926 0.5639 -0.098 0.128 -0.037
H -0.8574 -1.9373 0.6109 0.000 0.031 -0.066
```
Positions in Å, forces in eV/Å.

These are the Mulliken partial charges, in e, on atoms 1 to 2:
1 C -0.017
2 N -0.415